(1)
# ClO4Pb2

ClO4Pb2 as an isolated structure at a distorted geometry (the ωB97M-V functional and the def2-TZVPD basis, OMol25).

CARTESIAN COORDINATES (ANGSTROEM)
Pb -2.1749 -0.4078 -3.2612
Pb 2.1208 -0.6843 3.0769
Cl -0.0499 0.2664 -0.0060
O 0.8791 1.1937 -0.5395
O -0.6828 0.7526 1.2231
O -0.8880 -0.3036 -0.9905
O 0.7956 -0.8170 0.4972

Properties
Kohn-Sham gap (alpha / beta) ... 2.159 / 5.810 eV
Multiplicity ... 2
Charge ... +2
HOMO level (alpha / beta) ... -13.635 / -17.288 eV
Molecular weight ... 513.8 g/mol
E_tot ... -31178.7711 eV

=====

(2)
# C9H11NO3S

An isolated molecule of C9H11NO3S at a distorted geometry (the ωB97M-V functional and the def2-TZVPD basis, OMol25).

CARTESIAN COORDINATES (ANGSTROEM)
C -1.9781 1.8461 -0.7556
C -1.2923 2.8672 -0.0477
C -1.3749 0.7430 -1.3191
C 0.1582 2.7485 -0.0513
C -0.0249 0.6267 -1.2905
C 0.7570 1.7653 -0.7721
C 0.6604 -0.6493 -1.6652
C 1.5668 -1.2007 -0.5456
C 0.7184 -1.6107 0.5703
N 0.2316 -0.6736 1.3804
O 0.3280 -2.7735 0.6934
O 0.6956 -3.1785 3.3885
O -1.3985 -2.2735 2.5902
S -0.4432 -3.4154 2.4883
H -3.0502 1.9540 -0.7827
H -2.0052 3.5436 0.3929
H -1.9355 0.0156 -1.8198
H 0.7989 3.4194 0.5454
H 0.0110 -1.4383 -1.9950
H 1.2338 -0.4887 -2.5593
H 2.0647 -2.0644 -0.9395
H 2.2894 -0.4424 -0.3206
H 0.5017 0.3052 1.4166
H -0.3698 -1.2064 2.0369
H 1.8572 1.5809 -0.6390

Properties
Kohn-Sham gap ... 9.768 eV
Relative energy (zero: lowest compared OMol25 entry of this formula, charge and spin) ... 136.6 kJ/mol
Multiplicity ... 1
HOMO level ... -9.302 eV
Molecular weight ... 213.3 g/mol
E_tot ... -27978.4817 eV

=====

(3)
# C36H30O4P

A 3-piece molecular cluster, C36H30O4P overall at a distorted geometry (the ωB97M-V functional and the def2-TZVPD basis, OMol25).

CARTESIAN COORDINATES (ANGSTROEM)
C 2.8102 5.1179 -4.6871
C 2.6224 3.7479 -3.7464
C 2.7524 2.2084 -4.3356
C 2.5301 0.9021 -3.3627
C 2.1620 1.2156 -1.7770
C 1.9507 -0.0977 -0.8041
P 3.2289 0.0813 0.6527
C 2.0116 2.7661 -1.1785
C 2.2588 4.0680 -2.1457
H 2.9817 4.7522 -5.7853
H 1.7903 5.7125 -4.5570
H 3.7143 5.7820 -4.2890
H 2.9825 2.0507 -5.4777
H 2.6029 -0.2123 -3.7239
H 2.2049 -1.1211 -1.3155
H 0.8279 -0.0379 -0.4059
H 2.2879 1.0474 1.2348
H 2.6073 -1.0285 1.3314
H 4.1506 -0.8747 0.0256
H 3.9609 1.1231 -0.0268
H 4.0977 0.2694 1.7866
H 1.7395 2.8612 -0.0422
H 2.1780 5.1673 -1.7190
C -5.5931 6.2525 2.0127
C -6.5380 6.2731 0.9872
C -6.2753 5.6190 -0.2175
C -5.0582 4.9519 -0.4022
C -4.1035 4.9522 0.6141
C -4.3762 5.5943 1.8290
C -2.7965 4.2941 0.4121
O -1.9588 4.2909 1.3056
C -2.5107 3.6481 -0.8844
C -1.2543 3.0708 -1.1101
C -0.9802 2.4461 -2.3287
C -1.9603 2.3878 -3.3191
C -3.2109 2.9669 -3.0991
C -3.4830 3.6069 -1.8827
C -4.7963 4.2476 -1.6731
O -5.6567 4.2009 -2.5448
H -5.8015 6.7545 2.9550
H -7.4812 6.7969 1.1258
H -7.0198 5.6348 -1.0118
H -3.6412 5.5871 2.6320
H -0.4846 3.1092 -0.3409
H -0.0022 2.0030 -2.5038
H -1.7495 1.8948 -4.2657
H -3.9694 2.9218 -3.8788
C 1.1339 -9.9516 2.1585
C -0.2214 -9.6584 2.3075
C -0.6390 -8.3328 2.4372
C 0.3033 -7.2972 2.4302
C 1.6604 -7.5921 2.3059
C 2.0759 -8.9219 2.1581
C 2.6669 -6.5118 2.3470
O 3.8590 -6.7697 2.2344
C 2.2170 -5.1180 2.5345
C 3.1642 -4.0904 2.6333
C 2.7468 -2.7678 2.7973
C 1.3861 -2.4672 2.8535
C 0.4406 -3.4896 2.7610
C 0.8576 -4.8188 2.6110
C -0.1491 -5.8968 2.5500
O -1.3450 -5.6340 2.6040
H 1.4586 -10.9839 2.0482
H -0.9544 -10.4619 2.3206
H -1.6991 -8.1111 2.5479
H 3.1326 -9.1587 2.0469
H 4.2284 -4.3162 2.5872
H 3.4840 -1.9720 2.8791
H 1.0605 -1.4363 2.9740
H -0.6198 -3.2479 2.8106

Properties
Kohn-Sham gap ... 4.572 eV
Multiplicity ... 1
Charge ... -1
HOMO level ... -3.720 eV
Molecular weight ... 557.6 g/mol
E_tot ... -55287.4123 eV

=====

(4)
# C4H11NO2

A 2-piece molecular cluster, C4H11NO2 overall at a distorted geometry (the ωB97M-V functional and the def2-TZVPD basis, OMol25).

CARTESIAN COORDINATES (ANGSTROEM)
C 0.3572 -3.2304 -1.1074
C 0.7897 -1.8116 -1.5315
C 0.6555 -0.6969 -0.4860
O 1.5538 0.0974 -0.2991
N -0.5434 -0.6839 0.1682
C -0.8486 0.2963 1.1829
H 1.1955 -3.8502 -1.4639
H 0.3193 -3.3999 -0.0315
H -0.4651 -3.6545 -1.6717
H 0.1887 -1.4654 -2.3742
H 1.8230 -1.7729 -1.8453
H -1.2457 -1.2561 -0.2733
H 0.0995 0.8056 1.3972
H -1.2126 -0.1335 2.1067
H -1.4752 1.1034 0.8004
O -1.5140 5.0661 1.6642
H -1.2718 4.3741 1.0353
H -0.6593 5.3158 2.0467

Properties
Kohn-Sham gap ... 10.356 eV
Relative energy (zero: lowest compared OMol25 entry of this formula, charge and spin) ... 64.8 kJ/mol
Multiplicity ... 1
SMILES string ... CCC(=O)NC.O
HOMO level ... -9.661 eV
Molecular weight ... 105.1 g/mol
E_tot ... -9911.5702 eV

=====

(5)
# C5H13NO

A 2-piece molecular cluster, C5H13NO overall at a distorted geometry (the ωB97M-V functional and the def2-TZVPD basis, OMol25).

CARTESIAN COORDINATES (ANGSTROEM)
C 0.6833 -1.0331 2.2010
C -0.0262 -1.1075 1.0741
C -1.5114 -1.2630 0.9892
N 0.6272 -1.2054 -0.1944
H 1.7642 -1.0926 2.1885
H 0.1536 -0.9283 3.1360
H -1.9538 -1.6520 1.9069
H -1.9749 -0.3062 0.7449
H -1.7256 -1.9518 0.1754
H 0.3203 -2.0088 -0.7323
H 1.6158 -1.0212 -0.2670
C 1.1306 2.0760 -0.9266
C -0.3306 1.7640 -1.1534
O -0.6096 0.4733 -1.6078
H 1.5819 1.4023 -0.1856
H 1.3030 3.1018 -0.6035
H 1.6729 1.9096 -1.8662
H -0.9149 1.9716 -0.2357
H -0.7079 2.4617 -1.9178
H -0.1008 -0.2666 -0.9993

Properties
Kohn-Sham gap ... 9.668 eV
Relative energy (zero: lowest compared OMol25 entry of this formula, charge and spin) ... 165.3 kJ/mol
Multiplicity ... 1
SMILES string ... C=C(C)N.CCO
HOMO level ... -8.854 eV
Molecular weight ... 103.2 g/mol
E_tot ... -8932.2975 eV

=====

(6)
# C5H7Cl

C5H7Cl as an isolated structure at a distorted geometry (the ωB97M-V functional and the def2-TZVPD basis, OMol25).

CARTESIAN COORDINATES (ANGSTROEM)
C 0.3720 0.2114 0.6964
C -0.7539 0.6423 0.0448
C -0.5346 0.2979 -1.4025
C -1.5560 -0.6796 -2.1007
C -0.1106 -1.1404 -1.8040
H 1.0753 -0.2154 -0.0165
H -1.5202 1.3131 0.6345
H -0.3183 0.8899 -2.3118
H -2.7389 -0.8989 -1.4233
H -1.5637 -0.2335 -3.2801
H 0.0071 -2.0750 -1.0171
H 0.1956 -1.6461 -2.8111
Cl 1.1977 0.4045 2.2130

Properties
Kohn-Sham gap ... 10.040 eV
Relative energy (zero: lowest compared OMol25 entry of this formula, charge and spin) ... 485.4 kJ/mol
Multiplicity ... 1
HOMO level ... -9.096 eV
Molecular weight ... 102.6 g/mol
E_tot ... -17815.4479 eV

=====

(7)
# C3H4O2

C3H4O2 as an isolated structure at a distorted geometry (the ωB97M-V functional and the def2-TZVPD basis, OMol25).

CARTESIAN COORDINATES (ANGSTROEM)
O 0.6107 1.1985 0.8890
C 0.3191 0.6709 -0.3308
C 0.8810 -0.3746 0.4781
O -0.2321 -1.1690 0.5137
C -0.9663 -0.2005 -0.2598
H 1.8054 -0.8183 0.7934
H 0.6867 1.1328 -1.2174
H -1.3199 -0.6421 -1.1815
H -1.7847 0.2023 0.3152

Properties
Kohn-Sham gap ... 10.755 eV
Relative energy (zero: lowest compared OMol25 entry of this formula, charge and spin) ... 315.2 kJ/mol
Multiplicity ... 1
HOMO level ... -9.686 eV
Molecular weight ... 72.1 g/mol
E_tot ... -7267.4194 eV

=====

(8)
# C6H12O

An isolated molecule of C6H12O at a distorted geometry (the ωB97M-V functional and the def2-TZVPD basis, OMol25).

CARTESIAN COORDINATES (ANGSTROEM)
C -1.1307 -2.3521 0.9498
C -1.1611 -0.8420 0.8427
O 0.1708 -0.3686 0.9051
C 0.2427 0.9933 0.6439
C 1.5310 1.6305 0.3051
C 0.4397 1.5104 -0.7626
C 0.7528 0.4382 -1.8403
H -0.6603 -2.6563 1.8894
H -0.5538 -2.7806 0.1240
H -2.1464 -2.7582 0.9180
H -1.7570 -0.4027 1.6611
H -1.6270 -0.5223 -0.1023
H -0.4613 1.5783 1.2494
H 2.1603 1.0912 -0.3784
H 1.8533 2.5417 0.8129
H -0.0443 2.4135 -1.1120
H 0.2080 -0.4739 -1.5813
H 0.4453 0.7978 -2.8232
H 1.8031 0.0957 -1.9590

Properties
Kohn-Sham gap ... 10.481 eV
Relative energy (zero: lowest compared OMol25 entry of this formula, charge and spin) ... 229.5 kJ/mol
Multiplicity ... 1
SMILES string ... CCO[C@H]1C[C@H]1C
HOMO level ... -9.316 eV
Molecular weight ... 100.2 g/mol
E_tot ... -8461.9756 eV

=====

(9)
# C7H21NO6

A 7-piece molecular cluster, C7H21NO6 overall at a distorted geometry (the ωB97M-V functional and the def2-TZVPD basis, OMol25).

CARTESIAN COORDINATES (ANGSTROEM)
C -0.1111 -2.1498 -0.7738
N 0.5173 -0.8465 -0.4680
C 0.7118 -0.4016 0.8190
C -0.2573 -0.6705 1.8181
C -0.2988 -0.1606 3.1199
C 0.7290 0.6518 3.4947
C 1.7060 0.8884 2.5539
C 1.8064 0.4350 1.1901
H 0.2695 -2.5121 -1.6863
H -1.2114 -2.0633 -0.6578
H 0.2538 -2.8209 0.1522
H 0.8636 -0.2964 -1.2433
H -1.1599 -1.1354 1.5770
H -1.1713 -0.3492 3.6337
H 0.7148 1.2766 4.3995
H 2.4428 1.6506 2.8126
H 2.7180 0.6008 0.5594
H -2.9542 0.6274 3.0572
H -4.3092 0.0502 3.1997
O -3.6838 0.6665 3.5906
H 2.7492 -2.3147 0.0360
H 2.1330 -3.3346 0.8440
O 3.0037 -3.2246 0.3859
H 3.0404 -0.1472 -2.3551
H 3.4840 -1.2398 -3.5077
O 3.7030 -0.4691 -3.0337
H -0.3656 3.5562 -4.3930
H -1.6710 3.4258 -3.6654
O -0.8723 3.8999 -3.5178
H -1.2404 1.2047 0.4798
H -1.7970 0.7790 -0.7234
O -2.0831 1.0903 0.0557
H -2.5819 1.5270 -3.2195
H -2.9153 0.7250 -4.4961
O -2.1626 1.0809 -4.0380

Properties
Kohn-Sham gap (alpha / beta) ... 2.782 / 8.394 eV
Multiplicity ... 2
Charge ... -1
HOMO level (alpha / beta) ... 0.212 / -5.546 eV
Molecular weight ... 215.2 g/mol
E_tot ... -21372.1840 eV

=====

(10)
# CH10IMgN2

CH10IMgN2 as an isolated structure at a distorted geometry (the ωB97M-V functional and the def2-TZVPD basis, OMol25).

CARTESIAN COORDINATES (ANGSTROEM)
C -2.3411 0.2226 -0.8095
Mg -0.4292 0.4994 0.1602
N 1.3157 0.3630 1.6613
N 0.9386 -0.8014 -1.2979
H 1.2844 -0.5390 2.1498
H 1.2116 2.4985 0.9544
H -2.7721 0.9653 -0.1475
H -3.2100 -0.2962 -1.2225
H -1.9311 0.7365 -1.6729
H 1.2487 -1.6461 -0.8459
H 1.7964 -0.2852 -1.5617
H 0.5236 -1.0921 -2.1701
H 2.2332 0.3732 1.2053
H 1.3737 1.1293 2.3928
I -1.2426 -2.1278 1.2040

Properties
Kohn-Sham gap ... 6.117 eV
Multiplicity ... 1
Charge ... -1
HOMO level ... -2.962 eV
Molecular weight ... 201.3 g/mol
E_tot ... -17725.4398 eV

=====

multiplicity of number 2 (C9H11NO3S)? 1